This record from OMol25 describes a cluster of 2 separate species, C21H25ClFN2O in total. The level of theory is wB97M-V/def2-TZVPD.

Geometry as XYZ:
```
51
Properties=species:S:1:pos:R:3
Cl -2.4540 8.0380 2.7501
C -1.3486 6.7754 2.1888
N -1.0762 5.7761 3.2119
C -0.3829 6.3877 4.4471
C -0.0731 5.2873 5.4522
N -0.5152 4.0298 4.8453
F 0.7416 1.9969 8.0307
C 0.2398 3.6779 3.6577
C -0.1028 4.7264 2.6152
C -1.9590 3.9607 4.7133
C -2.3356 5.0037 3.6695
H -1.8022 6.3227 1.3313
H -0.4401 7.2650 1.9000
H 0.5290 6.8765 4.0860
H -1.0599 7.1419 4.8434
H 1.0228 5.2328 5.6431
H -0.6446 5.4589 6.3897
H 1.3208 3.7337 3.8999
H -0.0599 2.6698 3.3126
H -0.6199 4.2998 1.7464
H 0.7792 5.2888 2.2834
H -2.2522 2.9366 4.3918
H -2.4111 4.2220 5.6952
H -3.0343 5.7475 4.0556
H -2.7536 4.5326 2.7709
C 4.4991 0.0897 6.8876
C 3.7089 0.1792 5.7375
C 2.3067 0.2346 5.8514
C 1.7175 0.0887 7.1160
C 0.4051 0.7164 7.4914
C -0.6766 0.6335 6.3394
C -2.1268 0.4478 6.6796
C -3.1180 0.3154 5.6642
C -4.4758 0.2645 5.9740
C -4.9197 0.3056 7.3020
C -3.9610 0.3869 8.3180
C -2.5922 0.4429 8.0106
O -0.4240 0.5157 5.1486
C 2.5277 0.1156 8.2630
C 3.9013 0.0826 8.1730
H 5.5677 0.0602 6.7935
H 4.1547 0.2552 4.7143
H 1.7007 0.5831 5.0100
H 0.0864 0.1747 8.4212
H -2.7853 0.2525 4.6212
H -5.2260 0.1789 5.1693
H -5.9715 0.2750 7.5496
H -4.2548 0.3985 9.3672
H -1.8750 0.4812 8.8086
H 2.0491 0.4421 9.2039
H 4.5109 0.0865 9.0956
```

The lowest unoccupied orbital energy is -0.093 hartree. Its total energy is -42441.96368 eV. As for the net charge: +1. Its frontier orbital gap is 8.697 eV. Its energy relative to the best compared isomer or geometry (same formula, charge and spin) is 10.9 kcal/mol. The calculation puts the HOMO energy at -11.24 eV.